{
  "formula": "C19H22N2O4",
  "method": "wB97M-V/def2-TZVPD",
  "elements": ["H", "H", "C", "C", "C", "H", "H", "C", "H", "H", "C", "H", "H", "C", "H", "H", "O", "C", "H", "H", "H", "N", "H", "H", "O", "H", "C", "C", "H", "C", "C", "H", "C", "O", "H", "C", "C", "C", "H", "N", "C", "O", "H", "C", "H", "C", "C"],
  "positions_angstrom": [[-0.65135, 0.06670, -0.09025], [5.86583, -0.29146, 2.08508], [4.53327, 0.45264, 0.59627], [-2.23943, -3.03712, -0.20694], [-3.49763, -2.64794, 0.58676], [-1.79266, 1.41548, 2.63185], [2.05510, -0.86786, -2.28778], [-2.88417, 0.91987, 0.85520], [2.81931, 2.92462, -1.87226], [3.27992, -3.16608, 0.27371], [-2.76619, 1.01824, 2.34668], [-3.61509, -1.32924, -1.59336], [3.27515, 2.88312, -0.15139], [0.64291, -1.36324, -0.78117], [-4.37481, -2.81814, -0.05097], [-2.56292, 2.77862, -1.95726], [-2.21312, -3.93944, -0.99552], [3.40545, 2.39435, -1.12251], [4.46170, 2.42227, -1.40539], [-2.13774, 4.10452, -0.09861], [2.09696, -2.56481, -1.73441], [0.24234, -0.10626, -0.51973], [0.83837, 0.66347, -0.76785], [-2.89327, 0.03882, 2.79562], [-3.46352, -1.34862, 1.11573], [5.06233, -2.62190, 1.89640], [-3.34842, -0.39634, -1.12248], [3.63782, -2.15229, 0.36863], [-1.33149, 3.25155, 1.22273], [5.08401, -0.54451, 1.38475], [-2.26393, 3.34208, 0.66568], [4.89587, 1.46313, 0.70003], [3.07846, -1.17437, -0.43532], [-1.25129, -2.21798, 0.12135], [-3.18742, 0.62893, -2.98463], [-2.64422, 2.03095, 0.04662], [-3.10269, 0.71278, -1.91184], [4.63611, -1.84684, 1.27857], [-3.52923, 1.68644, 2.74495], [0.00520, -2.44108, -0.52952], [-2.75192, 1.91698, -1.33411], [2.90818, 1.07822, -1.11119], [-3.56890, -3.31217, 1.45366], [-3.24018, -0.30007, 0.26027], [-3.03248, 3.67305, 1.36264], [3.52503, 0.14840, -0.30794], [1.99471, -1.52749, -1.42075]],
  "e_lumo_ha": 0.0173,
  "e_homo_ev": -8.57,
  "charge": 0
}


{
  "formula": "C19H22N2O4S",
  "method": "wB97M-V/def2-TZVPD",
  "elements": ["H", "C", "H", "C", "C", "C", "O", "H", "H", "N", "H", "C", "S", "C", "H", "C", "C", "C", "H", "H", "C", "C", "C", "C", "H", "C", "C", "C", "H", "H", "O", "H", "H", "H", "O", "C", "H", "H", "H", "H", "H", "C", "H", "H", "C", "O", "N", "H"],
  "positions_angstrom": [[0.94280, 1.37274, 0.80037], [0.93656, 6.68274, 3.34701], [4.58712, 1.42256, 0.23911], [3.12524, 2.78450, 1.01203], [-4.54471, -5.60798, -0.95275], [2.70499, 0.39499, 0.40697], [1.75942, 0.52109, -2.25851], [3.35656, 1.92751, -0.93714], [1.07873, -1.93271, -2.25383], [1.28122, 0.59485, 0.25072], [-1.78541, -5.78726, -1.74887], [-2.51272, -1.68470, -0.88130], [0.69288, 0.72289, -1.31871], [-2.57203, -5.18798, -2.22388], [3.80699, 4.10728, 4.06182], [3.52994, 1.65818, 0.10555], [-0.39496, -0.68726, -1.37002], [0.07365, -1.88638, -1.86623], [-0.36725, -3.92886, -2.25537], [-0.01943, 6.16920, 3.20121], [-2.05488, -2.90861, -1.37916], [-1.68054, -0.58280, -0.87557], [-0.74987, -2.99638, -1.87345], [-3.88803, -5.96470, -2.27955], [-3.72750, -7.03324, -2.40468], [1.67187, 4.65032, 1.51234], [-4.00264, -4.22525, -0.63297], [3.33210, 3.96302, 3.10415], [2.88525, 0.05732, 1.43207], [0.86459, 5.29313, 1.19908], [1.96760, 5.77877, 3.65967], [-4.49901, -5.60597, -3.10844], [2.98364, -0.39762, -0.28847], [0.85902, 7.34917, 4.20479], [-4.46402, -3.45683, 0.17447], [2.29188, 4.82120, 2.74415], [-2.02204, 0.37153, -0.50881], [-3.51475, -1.60853, -0.49499], [4.54375, 2.30469, 2.54398], [-4.23431, -6.28283, -0.15197], [1.59754, 3.52211, -0.29423], [2.09062, 3.64047, 0.66046], [-5.63212, -5.59704, -0.98218], [1.17312, 7.26971, 2.45359], [3.73621, 2.95991, 2.25003], [-0.08817, 1.92538, -1.40455], [-2.88678, -4.02812, -1.40527], [-2.23216, -4.87422, -3.21267]],
  "e_lumo_ha": 0.0229,
  "e_homo_ev": -8.35,
  "charge": 0
}


{
  "formula": "C19H22N2O4S",
  "method": "wB97M-V/def2-TZVPD",
  "elements": ["H", "H", "C", "H", "H", "S", "O", "O", "H", "C", "H", "H", "H", "C", "C", "H", "H", "H", "H", "H", "H", "H", "O", "C", "H", "C", "N", "C", "C", "C", "C", "C", "C", "C", "C", "H", "C", "C", "H", "C", "N", "O", "H", "C", "H", "H", "C", "H"],
  "positions_angstrom": [[-3.58380, -2.64775, -3.76683], [-0.41737, -1.65634, -2.01772], [-2.47273, 0.37740, 0.46673], [1.20198, 3.22516, 3.54186], [0.42480, -2.08641, 0.19564], [1.96941, -0.26781, -1.40127], [1.80860, -1.49188, -2.14183], [3.09125, 0.55666, -1.72358], [1.01573, 1.97143, 0.44597], [0.05368, 1.48797, 0.47614], [1.17321, -1.93160, 4.87932], [-3.22734, -1.76601, -5.25480], [3.28030, 0.57390, 3.20800], [1.03177, -1.50021, 0.86722], [-0.24201, 2.20248, 2.84707], [-1.14047, -2.66615, -4.14412], [-3.99001, 0.46253, -1.67385], [-3.46377, -0.04910, 0.47166], [-4.03346, -1.31937, -1.59734], [0.18861, -2.31712, 2.65044], [3.47148, 0.82164, 0.73797], [0.71348, -0.23190, 4.86411], [0.93369, 2.83909, 2.69376], [-3.10610, -1.75176, -4.17068], [-3.33880, 0.38238, -4.03693], [-0.73952, 1.57722, 1.61639], [-2.12137, -0.43221, -1.80531], [2.76412, 0.13971, 1.18249], [-1.47321, -1.64267, -2.28536], [-3.54528, -0.45173, -2.07050], [-3.76987, -0.51119, -3.58205], [1.93885, -0.59383, 0.35341], [-1.66133, 0.20379, -0.66180], [1.49361, -0.93817, 4.57620], [0.91152, -1.62926, 2.23832], [0.12053, 0.33921, -2.54993], [1.69725, -0.86471, 3.09675], [2.64583, -0.00401, 2.55281], [-2.62651, 1.07739, 2.48376], [-2.01331, 1.01104, 1.59862], [0.54419, 0.63321, -1.68089], [-0.79034, 2.14576, 3.92375], [-4.84154, -0.51636, -3.78700], [-1.62650, -1.75281, -3.80051], [-1.12921, -0.90642, -4.27851], [2.40250, -0.67644, 5.11181], [-0.36483, 0.77045, -0.63016], [-1.95055, -2.51989, -1.81529]],
  "e_lumo_ha": 0.0166,
  "e_homo_ev": -8.21,
  "charge": 0
}


{
  "formula": "C19H22N2O4S2",
  "method": "wB97M-V/def2-TZVPD",
  "elements": ["C", "S", "H", "H", "H", "C", "H", "C", "C", "H", "C", "C", "C", "O", "C", "C", "H", "C", "C", "H", "O", "N", "H", "C", "C", "C", "O", "C", "H", "H", "C", "C", "H", "H", "H", "H", "O", "H", "C", "N", "H", "H", "H", "S", "H", "H", "C", "H", "H"],
  "positions_angstrom": [[3.57616, -2.97250, 2.31106], [-2.18236, 1.81868, -4.65238], [-2.02247, 4.02502, -2.64270], [2.48273, -5.10825, 3.98182], [1.46922, -3.13831, 2.84796], [-3.04940, 3.80014, -2.88250], [4.24194, -2.16959, 1.97975], [-0.10033, 2.54202, -2.86662], [-0.59981, 2.64269, -4.30556], [-1.16661, 0.83591, -2.75624], [2.14149, -2.42042, 2.36076], [-5.71296, 3.25635, -3.45130], [-5.38807, 4.25036, -2.54158], [0.62716, 3.39154, -2.40711], [0.17394, 0.06373, 1.62988], [-0.89461, -0.16697, -0.48900], [-0.65540, 3.68997, -4.60361], [4.00527, -3.59796, 3.64270], [-0.66931, -0.63727, 0.78982], [4.09521, -5.98488, 1.64036], [3.68680, -4.01601, 1.36857], [-0.53006, 1.42521, -2.22581], [-1.55333, -0.70264, -1.15728], [0.79420, 1.22576, 1.21557], [3.46693, -5.02675, 3.52221], [0.57493, 1.70411, -0.06266], [0.62460, 0.51101, 4.19917], [-4.05960, 4.51684, -2.26255], [2.58695, -1.11789, 3.90159], [1.79123, -2.26683, 1.33593], [-0.27116, 1.00466, -0.92387], [-3.38097, 2.81199, -3.79564], [3.60061, -3.06892, 4.50265], [5.09318, -3.60271, 3.71056], [-4.95417, 1.76464, -4.79319], [-1.14142, -1.53507, 1.15576], [-0.36485, -1.65402, 3.55294], [-3.79665, 5.28717, -1.55340], [3.37307, -5.24756, 2.00157], [2.09089, -1.13392, 3.02143], [-6.74672, 3.04131, -3.67601], [1.04944, 2.60990, -0.40149], [1.43760, 1.74554, 1.90626], [0.52478, -0.56339, 3.25756], [-6.16770, 4.81393, -2.05247], [2.36799, -5.57190, 1.70615], [-4.71470, 2.53819, -4.07922], [4.12584, -5.75192, 3.99459], [0.12049, 2.13904, -4.95443]],
  "e_lumo_ha": 0.0175,
  "e_homo_ev": -8.74,
  "charge": 0
}


{
  "formula": "C19H22N2O5",
  "method": "wB97M-V/def2-TZVPD",
  "elements": ["C", "O", "C", "H", "H", "O", "H", "H", "H", "C", "C", "H", "H", "C", "C", "C", "H", "O", "C", "H", "H", "C", "O", "N", "C", "C", "H", "C", "H", "H", "H", "H", "H", "C", "H", "C", "C", "C", "O", "H", "C", "C", "C", "H", "H", "H", "N", "H"],
  "positions_angstrom": [[3.29549, -6.66756, -0.40121], [1.15733, -3.09778, 0.10505], [1.91051, -2.75333, 2.23226], [-2.36554, 0.51664, -1.54113], [0.51213, 4.23472, 0.08771], [-0.13925, 1.14062, 2.62885], [-4.43999, 2.65385, -3.87281], [-2.48762, 0.49878, -3.88816], [-4.13410, 3.53295, -2.38299], [1.46065, -1.10158, 3.72456], [-2.37159, 2.62147, -3.27366], [-1.22934, 0.27796, 0.60294], [0.52297, -1.02676, 1.77003], [1.44424, 0.30159, 5.87806], [1.83600, -3.56366, 0.99961], [-1.11566, 1.19389, 0.06046], [3.19179, -7.33984, 0.44061], [2.45934, -4.81464, 0.93738], [-2.03379, 1.43429, -4.22089], [-4.20687, 1.77059, -2.34152], [1.03014, 1.22221, 6.28367], [-2.03356, 3.92361, -4.01579], [2.29850, -2.06029, 4.27259], [0.26826, 1.10309, 3.98178], [0.33098, 2.17035, 1.85362], [0.98544, 0.09555, 4.45858], [1.16245, -0.53972, 6.50410], [2.23984, -5.56731, -0.27235], [3.17236, -7.19799, -1.35143], [-0.61134, 4.42115, -1.99541], [-0.95425, 3.98041, -4.12420], [-2.45845, 4.75025, -3.48198], [-2.35819, 1.62234, -5.23807], [-0.75115, 3.49554, -1.47868], [2.53245, 0.34807, 5.95948], [1.19181, -1.51023, 2.48059], [-1.74167, 1.32815, -1.17379], [-3.87763, 2.61917, -2.94021], [1.24444, 2.94795, 2.16694], [4.29093, -6.23752, -0.38276], [-0.28445, 2.24181, 0.50644], [-1.62358, 2.48525, -1.95112], [-0.07671, 3.38271, -0.26174], [-0.93140, 1.23847, -4.20919], [1.21381, -5.96731, -0.24531], [2.35628, -4.95196, -1.18516], [2.53044, -3.11472, 3.34939], [-2.41243, 3.95880, -5.05517]],
  "e_lumo_ha": -0.0157,
  "e_homo_ev": -9.29,
  "charge": 0
}


Number 1: HOMO-LUMO gap 9.040 eV, total energy -31229.200 eV. Number 2: HOMO-LUMO gap 8.974 eV, total energy -42065.649 eV. Number 3: HOMO-LUMO gap 8.657 eV, total energy -42066.045 eV. Number 4: HOMO-LUMO gap 9.213 eV, total energy -52900.816 eV. Number 5: HOMO-LUMO gap 8.860 eV, total energy -33274.426 eV.